A 18-piece molecular cluster, H36O18 overall at a distorted geometry, computed with ωB97M-V/def2-TZVPD.

Element x y z (Å)
O  0.849  1.447  0.726
H  0.415  2.273  0.893
H  1.340  0.990  1.413
O  0.111  -2.931  0.957
H  0.595  -2.108  0.582
H  0.011  -2.663  1.864
O  -2.795  3.446  -1.470
H  -2.355  3.627  -2.346
H  -3.781  3.400  -1.707
O  -1.138  2.806  -3.748
H  -0.738  2.353  -2.909
H  -0.328  2.965  -4.212
O  3.760  -4.185  -2.358
H  3.091  -3.659  -2.029
H  4.043  -4.567  -1.532
O  2.045  3.340  3.292
H  1.173  3.783  3.331
H  2.534  3.218  2.517
O  0.185  -0.540  -0.881
H  0.593  0.216  -0.277
H  -0.448  -0.015  -1.514
O  2.955  0.374  3.047
H  3.920  0.774  2.903
H  2.582  1.223  3.274
O  -2.792  0.216  1.095
H  -2.208  -0.553  1.137
H  -3.722  -0.163  0.818
O  4.214  -0.422  -2.921
H  3.715  -0.312  -2.126
H  3.861  0.154  -3.568
O  -4.477  1.236  -1.019
H  -4.660  0.901  -1.924
H  -3.552  1.433  -1.233
O  -0.982  3.278  1.049
H  -1.522  3.242  1.899
H  -1.600  3.077  0.370
O  1.122  -4.302  -1.717
H  1.539  -4.878  -1.041
H  0.433  -3.720  -1.203
O  -1.066  -5.154  2.241
H  -0.625  -5.917  1.706
H  -0.902  -4.454  1.527
O  -0.656  0.906  2.672
H  -0.613  1.055  1.733
H  -1.595  1.149  2.811
O  0.126  -1.658  3.242
H  0.830  -1.274  3.688
H  -0.380  -0.913  3.072
O  1.325  3.158  -4.818
H  2.034  3.864  -4.640
H  0.865  3.130  -5.659
O  -2.672  -2.732  0.774
H  -1.690  -2.860  0.647
H  -2.967  -3.057  1.570

- lowest unoccupied orbital energy (eV) = -0.3
- relative energy (zero: lowest compared OMol25 entry of this formula, charge and spin) (kcal per mole) = 106.1

***

A 18-piece molecular cluster, H37O18 overall at a distorted geometry, computed with ωB97M-V/def2-TZVPD.

Element x y z (Å)
O  -2.479  0.116  -0.091
H  -3.364  -0.121  -0.286
H  -2.151  -0.160  0.751
O  1.811  -1.206  0.439
H  1.805  -0.386  -0.258
O  -3.680  -1.962  -2.551
H  -3.162  -1.272  -3.059
H  -3.414  -2.799  -2.928
O  -1.814  -4.497  -0.982
H  -1.678  -3.828  -0.354
H  -1.025  -4.819  -1.352
O  -0.131  1.979  -2.434
H  -0.282  2.900  -2.745
H  0.594  2.050  -1.810
O  -1.435  2.461  0.857
H  -1.602  2.163  -0.038
H  -2.152  1.986  1.390
O  -1.239  -1.485  1.767
H  -1.683  -1.408  2.629
H  -1.878  -2.025  1.250
O  1.102  2.319  1.030
H  0.197  2.486  1.401
H  0.822  1.746  0.237
O  4.230  -1.137  -0.550
H  3.983  -0.902  -1.451
H  4.666  -0.459  -0.064
O  -1.145  -0.420  -2.865
H  -1.118  0.129  -3.657
H  -1.149  0.182  -2.094
O  -3.920  -2.570  1.645
H  -4.227  -2.162  0.820
H  -4.669  -3.045  1.994
O  -4.940  -1.152  -0.346
H  -5.780  -0.680  -0.463
H  -4.603  -1.600  -1.195
O  1.707  0.582  -1.292
H  1.242  0.233  -2.078
H  2.644  0.774  -1.530
O  3.139  4.244  2.100
H  3.530  4.833  1.480
H  2.215  4.375  2.202
O  3.004  1.681  3.936
H  2.675  1.692  4.821
H  2.877  2.494  3.476
O  1.313  0.162  2.444
H  1.252  0.998  2.022
H  2.162  0.426  2.999
O  0.862  -2.150  -2.554
H  0.256  -2.837  -2.212
H  0.221  -1.512  -2.882
O  3.942  1.528  0.071
H  4.792  1.957  -0.042
H  3.296  2.078  0.527
H  1.534  -0.720  1.469
H  2.848  -1.263  0.407

- lowest unoccupied orbital energy (eV) = -2.8
- relative energy (zero: lowest compared OMol25 entry of this formula, charge and spin) (kcal per mole) = 65.5
- net charge = +1

***

A 18-piece molecular cluster, H37O18 overall at a distorted geometry, computed with ωB97M-V/def2-TZVPD.

Element x y z (Å)
O  -2.080  1.186  -1.069
H  -0.656  -3.943  3.801
H  -1.904  1.921  -1.709
O  -2.557  0.883  2.412
H  4.207  1.714  2.114
O  1.482  -3.742  -5.376
H  0.850  -3.053  -5.567
H  -3.222  3.620  -0.178
O  -0.445  4.411  2.675
H  -2.177  0.062  2.093
H  -1.238  3.870  2.575
O  0.992  -4.539  3.137
H  1.760  -4.089  2.765
H  -1.709  3.818  -2.335
O  5.074  1.595  1.750
H  5.301  0.692  1.534
H  -1.080  2.091  1.225
O  1.595  -1.591  0.654
H  -3.811  -1.534  -1.852
H  4.214  0.604  4.248
O  -1.486  -1.730  0.835
H  -2.272  -2.291  0.908
H  -0.806  -2.234  1.304
O  3.492  -0.794  -4.298
H  3.461  -0.665  -5.249
H  -3.141  3.970  1.401
O  -0.414  2.479  0.654
H  2.462  -1.989  0.705
H  -0.234  4.336  1.734
O  2.452  2.413  0.651
H  2.754  3.075  0.034
H  2.682  2.568  1.563
O  -0.746  -0.820  -1.340
H  -0.723  -1.344  -0.454
H  -1.556  0.242  -1.084
O  -1.560  -3.882  3.469
H  4.408  -0.755  -4.032
H  -2.164  -3.261  3.865
O  -1.204  3.110  -2.746
H  0.472  2.114  0.784
H  -0.383  3.471  -3.090
O  -1.942  -0.299  -3.716
H  -1.521  -1.184  -1.812
H  -1.206  0.142  -4.157
O  -2.756  3.542  0.636
H  -2.089  -1.021  -4.339
H  0.675  -4.903  2.302
O  3.693  0.072  3.715
H  1.150  -4.187  -4.595
H  3.271  -0.655  4.145
O  -3.541  -2.439  -2.070
H  -2.095  1.325  3.125
H  -4.289  -2.621  -2.655
H  1.686  -0.642  0.762
H  -2.108  1.546  -0.144

- lowest unoccupied orbital energy (eV) = -2.7
- relative energy (zero: lowest compared OMol25 entry of this formula, charge and spin) (kcal per mole) = 111.5
- net charge = +1

***

H3INO2P as an isolated structure at a distorted geometry, computed with ωB97M-V/def2-TZVPD.

Element x y z (Å)
N  1.189  -0.748  -0.572
O  -0.806  -2.230  -0.051
O  -1.264  1.148  0.361
P  0.286  -1.485  0.557
I  2.538  0.766  0.075
H  0.997  -0.734  -1.517
H  -1.014  2.085  0.190
H  -1.925  1.198  0.957

- lowest unoccupied orbital energy (eV) = -1.0
- relative energy (zero: lowest compared OMol25 entry of this formula, charge and spin) (kcal per mole) = 14.8

***

A 2-piece molecular cluster, H3IO3P overall at a distorted geometry, computed with ωB97M-V/def2-TZVPD.

Element x y z (Å)
O  0.698  1.063  -0.830
O  -0.224  0.966  1.503
O  0.606  -1.716  -0.106
P  -0.345  0.445  0.050
I  -2.475  0.416  -0.935
H  1.037  0.765  -1.623
H  0.494  0.657  2.067
H  0.208  -2.595  -0.126

- lowest unoccupied orbital energy (spin up / spin down) (eV) = -6.8 / -6.7
- relative energy (zero: lowest compared OMol25 entry of this formula, charge and spin) (kcal per mole) = 89.9
- net charge = +1

***

H3IO3Si in the gas phase at a distorted geometry, computed with ωB97M-V/def2-TZVPD.

Element x y z (Å)
O  1.387  0.645  0.410
O  -1.486  0.932  -0.021
O  -0.147  -0.670  -1.345
Si  -0.115  0.116  0.227
I  -0.541  -1.642  1.878
H  1.816  0.723  1.326
H  -1.509  1.129  -1.039
H  0.596  -1.233  -1.434

- lowest unoccupied orbital energy (eV) = 0.1
- relative energy (zero: lowest compared OMol25 entry of this formula, charge and spin) (kcal per mole) = 17.0
- structure (SMILES) = O[Si](O)(O)I

***

A 2-piece molecular cluster, H3IP2 overall at a distorted geometry, computed with ωB97M-V/def2-TZVPD.

Element x y z (Å)
P  -0.927  -0.818  -0.215
P  0.956  0.110  0.243
I  2.074  -0.023  -1.888
H  -0.627  -1.906  0.616
H  -1.571  -0.136  0.818
H  0.096  2.774  0.425

- lowest unoccupied orbital energy (spin up / spin down) (eV) = -0.7 / -1.6
- relative energy (zero: lowest compared OMol25 entry of this formula, charge and spin) (kcal per mole) = 39.5

***

A 2-piece molecular cluster, H3N2O overall at a distorted geometry, computed with ωB97M-V/def2-TZVPD.

Element x y z (Å)
N  -0.033  -0.426  -0.972
N  0.800  -0.989  -0.267
O  0.349  -0.283  2.208
H  -0.067  0.472  -1.402
H  -0.913  -0.933  -1.234
H  1.062  -0.571  1.556

- lowest unoccupied orbital energy (eV) = 4.3
- relative energy (zero: lowest compared OMol25 entry of this formula, charge and spin) (kcal per mole) = 66.3
- net charge = -1